Here is an isolated molecule of C6H12N2 from the OMol25 dataset. Energies are from the ωB97M-V functional and the def2-TZVPD basis.

XYZ file:
```
20
Properties=species:S:1:pos:R:3:forces:R:3:lowdin_charge:R:1
C 2.203 0.831 1.349 -0.259 -0.093 0.032 -0.05
C 1.224 -0.053 0.614 -0.546 -0.168 -0.092 -0.25
N -0.251 0.059 0.984 0.886 0.376 0.801 0.12
C -0.786 -0.539 -0.243 0.301 0.360 -0.842 -0.47
C -2.211 -0.096 -0.532 0.355 0.009 0.249 -0.03
C -0.563 -1.998 -0.596 0.095 0.049 0.029 -0.03
C 0.274 0.503 -0.350 -0.462 -0.789 0.010 -0.39
N 0.237 1.755 -0.966 0.274 0.517 -0.026 0.12
H 3.206 0.707 0.927 -0.174 0.042 0.053 0.08
H 1.921 1.881 1.283 0.027 0.015 0.108 0.07
H 2.235 0.550 2.406 0.035 0.059 -0.116 0.08
H 1.592 -1.067 0.479 -0.050 -0.022 -0.113 0.12
H -2.404 -0.077 -1.604 -0.010 -0.035 -0.048 0.08
H -2.899 -0.796 -0.062 -0.126 -0.033 -0.014 0.08
H -2.399 0.889 -0.112 -0.050 0.073 0.020 0.08
H -1.197 -2.258 -1.440 -0.031 -0.060 -0.099 0.08
H -0.845 -2.634 0.239 -0.098 -0.096 0.151 0.09
H 0.459 -2.239 -0.873 0.094 0.054 0.028 0.07
H 0.893 2.418 -0.556 -0.200 -0.256 -0.095 0.08
H -0.687 2.163 -0.946 -0.061 -0.004 -0.036 0.08
```
Forces are in eV/Å.

Largest force on an atom in eV Å⁻¹: 1.252
Spin multiplicity: 1
Total charge: 0

Here is a structure of composition C6H12N2 from the OMol25 dataset. Energies are from the ωB97M-V functional and the def2-TZVPD basis.

XYZ file:
```
20
Properties=species:S:1:pos:R:3:forces:R:3:lowdin_charge:R:1
C -2.853 -0.681 0.321 -0.648 1.885 0.078 -0.16
C -0.898 0.676 -0.488 3.869 0.797 -4.632 -0.33
C 0.172 1.550 0.217 0.358 3.059 1.400 -0.16
C 1.519 0.793 -0.190 -2.734 0.835 4.385 -0.20
C 1.153 -0.615 -0.570 0.145 -0.165 3.065 -0.33
C -0.416 -0.621 -0.035 1.496 -0.858 -2.237 -0.23
H -3.415 0.821 0.389 1.004 -4.525 0.329 0.17
H -3.956 -1.594 -0.608 2.697 2.042 3.044 0.17
H -1.871 -1.098 1.503 -4.048 0.767 -2.334 0.19
H -0.370 0.756 -1.633 -2.025 0.250 2.410 0.18
H 0.230 2.619 -0.293 -0.411 -1.864 1.697 0.13
H 0.215 1.557 1.443 -0.799 0.448 -3.121 0.15
H 2.079 1.313 -0.847 1.653 1.581 -2.539 0.07
H 2.083 0.864 0.800 -0.352 -0.587 -1.420 0.11
H 1.198 -0.718 -1.618 -0.098 -0.585 -1.243 0.12
H 2.863 -1.017 1.176 -3.226 -1.140 -4.774 0.22
H 2.176 -2.392 0.003 0.373 2.034 0.333 0.07
H -0.385 -0.442 1.017 -0.334 -1.079 1.284 0.07
N -1.815 -0.439 -0.627 1.650 -0.414 1.290 -0.18
N 2.291 -1.331 0.039 1.428 -2.479 2.985 -0.06
```
Forces are in eV/Å.

Largest force on an atom in eV Å⁻¹: 6.088
Spin multiplicity: 1
Total charge: 0

Here is a structure of composition C6H12N2 from the OMol25 dataset. Energies are from the ωB97M-V functional and the def2-TZVPD basis.

XYZ file:
```
20
Properties=species:S:1:pos:R:3:forces:R:3:lowdin_charge:R:1
C -2.215 -0.392 -0.075 0.303 -3.539 1.229 -0.07
C -0.700 0.135 0.043 -4.275 1.221 0.719 -0.60
C 0.336 -0.349 -0.830 -1.237 2.413 -10.099 -0.50
C 1.619 0.473 -0.642 -0.736 -1.415 -0.791 -0.15
C 1.365 0.524 0.797 7.551 -3.497 3.698 -0.18
C 0.313 -0.666 0.990 0.329 0.235 1.800 -0.15
H -2.352 -0.770 -1.369 -0.343 1.430 4.378 0.15
H -2.305 -1.609 0.819 0.107 3.451 -3.083 0.16
H -2.985 0.383 0.572 1.999 -2.312 -2.658 0.09
H -0.898 2.257 -0.929 0.369 -3.538 3.053 0.18
H -1.841 1.808 0.641 4.250 -0.503 -2.656 0.16
H -0.017 -0.338 -1.916 0.490 -0.360 0.599 0.16
H 1.667 1.382 -1.165 -0.373 1.389 -0.531 0.09
H 2.515 -0.093 -0.994 -0.741 0.078 0.602 0.13
H 1.135 1.382 1.278 -1.416 2.592 0.859 0.04
H 2.621 0.470 1.265 -3.546 -0.725 -0.458 0.17
H 0.101 -1.286 1.907 0.168 1.524 -0.441 0.15
H 1.166 -2.122 -0.474 -0.114 0.323 0.976 0.14
N -0.817 1.556 0.010 -4.381 5.066 1.225 -0.01
N 0.371 -1.530 -0.200 1.598 -3.832 1.576 0.05
```
Forces are in eV/Å.

Largest force on an atom in eV Å⁻¹: 10.456
Spin multiplicity: 1
Total charge: 0

Here is a cluster of 2 separate species, C6H12N2 in total from the OMol25 dataset. Energies are from the ωB97M-V functional and the def2-TZVPD basis.

XYZ file:
```
20
Properties=species:S:1:pos:R:3:forces:R:3:lowdin_charge:R:1
C -1.835 0.038 -1.502 -0.709 1.280 0.624 -0.05
C -1.948 -0.235 -0.044 1.116 -2.000 1.026 -0.37
C -2.892 -0.977 0.622 0.282 0.639 -0.164 -0.08
N -2.565 -0.923 1.959 -0.644 -0.681 -0.372 0.03
C -1.390 -0.280 2.076 0.637 1.316 -2.113 -0.18
N -0.968 0.114 0.860 -0.665 0.306 0.993 0.08
H -1.609 -0.779 -2.181 -0.163 -0.240 0.218 0.07
H -1.073 0.815 -1.614 -0.182 -0.073 -0.201 0.07
H -2.834 0.480 -1.668 0.538 -0.133 -1.006 0.08
H -3.671 -1.616 0.262 -0.457 0.099 -0.025 0.11
H -3.222 -1.288 2.627 0.492 0.071 0.519 0.14
H -0.893 0.118 2.940 -0.215 -0.572 0.483 0.11
C 3.347 0.012 -1.088 -0.619 2.522 -0.197 -0.15
C 2.904 1.025 0.050 -1.353 -0.440 -1.344 -0.16
H 4.377 -0.197 -0.857 0.214 -1.054 -0.169 0.04
H 2.651 -0.795 -1.331 0.446 -0.253 0.784 0.06
H 3.384 0.573 -2.028 0.090 0.000 -0.023 0.05
H 3.575 0.886 0.875 -0.237 0.145 0.724 0.04
H 2.832 2.082 -0.225 1.098 -0.032 -0.444 0.05
H 1.830 0.946 0.267 0.331 -0.900 0.685 0.04
```
Forces are in eV/Å.

Largest force on an atom in eV Å⁻¹: 2.605
Spin multiplicity: 1
Total charge: 0

Here is an isolated molecule of C6H12N2 from the OMol25 dataset. Energies are from the ωB97M-V functional and the def2-TZVPD basis.

XYZ file:
```
20
Properties=species:S:1:pos:R:3:forces:R:3:lowdin_charge:R:1
N 2.484 -0.633 0.024 -0.001 0.711 0.200 0.01
C 1.209 -0.303 -0.608 -0.456 -0.386 0.823 -0.26
C 0.268 0.296 0.473 0.241 0.272 -0.881 -0.36
C -0.504 -0.802 1.136 -0.325 -0.739 0.354 -0.12
C -1.578 -1.119 -0.038 -0.477 0.411 0.413 -0.16
N -1.615 0.073 -0.997 0.190 -0.077 0.834 0.00
C -0.966 1.031 -0.084 0.371 -0.440 -0.436 -0.26
C 0.263 1.814 0.261 0.282 0.280 -0.071 0.00
H 2.958 0.237 0.281 0.014 -0.484 -0.063 0.07
H 3.054 -1.137 -0.636 0.348 -0.014 -0.060 0.06
H 1.295 0.365 -1.456 0.054 0.306 -0.364 0.10
H 0.852 -1.257 -0.994 -0.403 -0.019 -0.025 0.11
H -1.020 -0.502 2.066 0.212 -0.130 -0.443 0.11
H 0.101 -1.698 1.343 -0.103 0.293 0.042 0.10
H -2.584 -1.218 0.400 0.346 0.010 -0.120 0.10
H -1.361 -2.050 -0.552 0.065 -0.047 -0.238 0.09
H -1.022 -0.121 -1.785 0.215 -0.081 -0.288 0.08
H -1.675 1.129 0.733 0.078 0.365 0.012 0.13
H 1.049 2.095 -0.458 -0.617 -0.029 0.323 0.10
H 0.120 2.569 1.031 -0.033 -0.200 -0.011 0.10
```
Forces are in eV/Å.

Largest force on an atom in eV Å⁻¹: 1.017
Spin multiplicity: 1
Total charge: 0

Here is an isolated molecule of C6H12N2 from the OMol25 dataset. Energies are from the ωB97M-V functional and the def2-TZVPD basis.

XYZ file:
```
20
Properties=species:S:1:pos:R:3:forces:R:3:lowdin_charge:R:1
C 0.902 -3.432 0.215 0.340 -0.109 0.502 -0.06
N 1.538 -2.733 1.061 -0.039 -0.018 -0.518 -0.02
C 1.230 -1.362 1.178 -0.014 0.089 -0.101 -0.18
C 0.807 -0.537 0.223 -0.572 0.294 0.231 -0.09
C 0.567 0.920 0.527 0.676 0.232 0.676 -0.19
C -0.357 1.688 -0.415 -0.861 -0.705 -0.069 -0.45
C -1.811 1.557 0.085 0.293 -0.230 -0.562 -0.07
N -0.180 1.234 -1.792 0.404 0.240 -0.321 0.02
H 0.064 -3.058 -0.370 -0.145 0.076 -0.082 0.07
H 1.205 -4.468 0.085 -0.101 0.028 -0.060 0.07
H 1.475 -0.933 2.144 -0.062 -0.159 0.120 0.11
H 0.568 -0.858 -0.781 0.355 -0.244 -0.051 0.09
H 0.202 1.004 1.553 -0.324 -0.042 -0.010 0.11
H 1.527 1.429 0.621 0.247 0.045 -0.515 0.11
H -0.102 2.741 -0.401 0.208 0.199 0.032 0.13
H -2.501 1.884 -0.692 -0.074 0.369 0.081 0.07
H -1.935 2.144 0.995 -0.251 -0.214 0.036 0.07
H -2.058 0.498 0.236 0.118 0.157 0.337 0.08
H -0.497 1.918 -2.465 -0.059 0.015 0.100 0.07
H -0.644 0.363 -2.006 -0.139 -0.024 0.172 0.06
```
Forces are in eV/Å.

Largest force on an atom in eV Å⁻¹: 1.115
Spin multiplicity: 1
Total charge: 0

Here is a cluster of 2 separate species, C6H12N2 in total from the OMol25 dataset. Energies are from the ωB97M-V functional and the def2-TZVPD basis.

XYZ file:
```
20
Properties=species:S:1:pos:R:3:forces:R:3:lowdin_charge:R:1
C -2.668 0.324 -2.260 0.540 -0.263 1.508 -0.04
C -1.399 -0.082 -1.536 -0.496 -0.123 0.677 -0.36
C -1.238 -1.063 -0.569 -0.490 0.690 -1.019 -0.07
N 0.071 -0.999 -0.217 0.571 -0.312 0.305 0.02
C 0.671 0.020 -0.899 -1.381 -0.210 -0.385 -0.19
N -0.245 0.622 -1.633 0.879 -0.092 -1.164 0.08
H -3.184 0.888 -1.478 -0.521 0.271 -0.558 0.07
H -3.265 -0.553 -2.496 -0.050 0.014 -0.142 0.07
H -2.491 0.932 -3.138 0.129 0.048 -0.024 0.07
H -1.941 -1.709 -0.075 0.061 -0.181 -0.109 0.11
H 0.436 -1.606 0.490 0.519 -0.026 0.036 0.13
H 1.723 0.177 -1.050 0.138 0.077 0.667 0.12
C 1.398 0.206 2.695 0.906 -0.296 0.413 -0.15
C 2.801 0.773 3.038 -0.227 -0.238 -1.355 -0.15
H 1.255 -0.771 3.157 -0.221 0.171 0.410 0.06
H 0.676 0.935 3.035 -0.591 -0.249 0.012 0.06
H 1.256 -0.007 1.645 0.096 0.582 -0.187 0.01
H 3.458 0.693 2.167 0.087 -0.236 0.122 0.06
H 2.722 1.842 3.182 0.095 0.212 0.521 0.05
H 3.287 0.264 3.861 -0.046 0.161 0.273 0.06
```
Forces are in eV/Å.

Largest force on an atom in eV Å⁻¹: 1.623
Spin multiplicity: 1
Total charge: 0

Here is an isolated molecule of C6H12N2 from the OMol25 dataset. Energies are from the ωB97M-V functional and the def2-TZVPD basis.

XYZ file:
```
20
Properties=species:S:1:pos:R:3:forces:R:3:lowdin_charge:R:1
C -1.742 -0.955 -0.159 0.934 -0.137 1.988 -0.06
C -1.811 0.714 -0.067 -3.123 0.171 -0.778 -0.14
C -0.341 0.944 0.070 1.597 2.796 -2.504 -0.42
C 1.116 1.461 0.100 0.997 1.583 -0.606 -0.12
N 1.995 0.129 -0.099 0.907 2.424 -3.130 -0.07
C 1.567 -1.232 0.147 0.285 -2.554 0.791 -0.23
C -0.046 -1.126 0.050 -1.059 -1.743 -1.661 -0.23
N -0.008 -0.053 0.981 -0.020 0.247 2.019 -0.13
H -2.336 -1.204 0.823 0.951 -0.662 -2.596 0.12
H -1.881 -1.368 -1.146 -1.284 -0.293 0.183 0.07
H -2.372 1.221 -0.962 1.139 -1.026 1.584 0.13
H -2.470 0.805 0.862 1.025 0.706 -1.144 0.10
H -0.081 0.704 -1.011 -1.002 -0.562 1.094 0.13
H 1.250 2.120 -0.843 0.697 -0.670 1.729 0.12
H 1.390 1.902 1.080 0.174 -0.030 -0.898 0.10
H 2.435 0.185 -1.094 -1.205 -0.061 2.310 0.13
H 1.744 -1.525 1.189 0.534 -0.081 -0.451 0.09
H 2.087 -1.912 -0.606 -0.663 0.740 0.990 0.12
H 0.165 -0.899 -1.090 -1.032 0.585 1.903 0.13
H -0.658 0.089 1.775 0.147 -1.432 -0.824 0.16
```
Forces are in eV/Å.

Largest force on an atom in eV Å⁻¹: 4.079
Spin multiplicity: 1
Total charge: 0

no.,orbital gap (eV),HOMO energy (eV)
1,9.6,-8.5672
2,8.5,-8.6285
3,9.5,-8.6533
4,9.5,-8.5691
5,9.0,-8.0635
6,9.6,-8.7451
7,9.3,-8.3947
8,8.4,-7.4526